C6H6N4S4SbSe3TcTe | ωB97M-V with the def2-TZVPD basis set

Computed properties:
* relative energy (zero: lowest compared OMol25 entry of this formula, charge and spin): 19.5 kcal per mole
* lowest unoccupied orbital energy (alpha / beta): -0.318 / -0.318 Ha
* charge: +2
* HOMO level (alpha / beta): -0.5088 / -0.5088 Ha

```
26
Properties=species:S:1:pos:R:3:forces:R:3:lowdin_charge:R:1
Tc -0.0754 0.2223 0.8332 0.080 -0.246 0.591 0.48
N 0.4984 -2.7480 -2.0402 -0.064 0.229 -0.116 0.15
C 0.6293 -3.6557 -1.0279 0.017 -0.095 0.253 -0.02
C 0.5027 -2.9539 0.1389 -0.032 -0.216 -0.084 -0.08
N 0.2931 -1.6399 -0.1589 -0.026 0.238 -0.253 -0.07
C 0.2924 -1.5384 -1.4835 0.095 -0.244 0.181 -0.24
C 0.1077 -0.2127 -2.0277 -0.036 0.163 -0.123 -0.22
N -0.0431 0.7902 -1.1554 0.179 -0.265 0.135 -0.06
C -0.1654 1.9470 -1.8855 0.015 0.228 -0.201 -0.09
C -0.0959 1.6386 -3.2054 -0.017 0.029 0.124 -0.01
N 0.0744 0.2682 -3.2730 0.023 -0.078 0.086 0.16
H 0.5429 -2.9713 -3.0223 -0.003 0.016 0.012 0.18
H 0.7928 -4.7020 -1.2168 0.008 0.007 0.009 0.14
H 0.5316 -3.3138 1.1524 0.012 -0.015 -0.006 0.12
H -0.2937 2.9049 -1.4127 -0.003 -0.025 -0.033 0.08
H -0.1518 2.2512 -4.0873 0.002 -0.009 -0.002 0.14
H 0.1617 -0.2606 -4.1275 -0.001 0.006 0.010 0.18
Se 1.5850 -0.2838 2.5277 -0.377 0.206 -0.671 0.07
Se 3.4821 -1.2519 5.4847 -0.117 0.147 -0.015 0.11
Te 2.8539 0.9463 5.7892 0.100 -0.052 -0.024 0.62
Se 1.7002 1.7092 3.7517 0.060 -0.097 0.126 -0.03
S -2.0632 3.4353 0.7288 -0.067 -0.057 -0.011 -0.09
Sb -4.0407 4.1861 2.1212 0.015 0.066 -0.023 0.63
S -1.1918 2.0907 2.0006 -0.034 0.155 0.142 -0.23
S -2.0602 0.2429 1.7264 0.199 -0.062 -0.102 0.20
S -3.8667 2.8992 3.8695 -0.026 -0.029 -0.005 -0.11
```
Forces are in eV/Å.


C4H11NO | ωB97M-V with the def2-TZVPD basis set

Computed properties:
* relative energy (zero: lowest compared OMol25 entry of this formula, charge and spin): 28.2 kcal per mole
* lowest unoccupied orbital energy (alpha / beta): -0.155 / -0.264 Ha
* charge: +1
* spin multiplicity: 2
* HOMO level (alpha / beta): -0.4962 / -0.4962 Ha
* <S²>: 0.761

```
17
Properties=species:S:1:pos:R:3:forces:R:3:lowdin_spin:R:1
C 1.0230 0.7820 -2.0413 -1.036 -1.832 0.997 0.01
C -0.3286 0.0057 -2.3101 2.129 -0.471 0.342 0.01
C -0.8430 -0.7845 -1.0876 -1.713 1.002 -2.611 0.15
C -0.4347 -0.4744 0.1984 0.125 -0.611 1.383 0.55
N -1.9549 -1.4814 -1.3304 0.576 0.807 1.211 0.22
H 0.9410 1.4509 -1.1842 0.016 0.528 -0.515 0.00
H 1.6617 -0.0360 -1.6752 0.380 0.389 -0.302 0.00
H 1.4597 1.1783 -2.9518 -0.194 0.321 0.169 0.00
H -1.1786 0.6421 -2.5811 0.252 -0.174 -0.221 0.00
H -0.0113 -0.6962 -3.1070 -0.935 0.234 0.110 0.01
H 0.6215 -0.3701 0.3849 0.096 0.488 0.001 0.02
H -1.0930 -0.5215 1.0720 0.157 -0.124 -0.366 0.02
H -2.6296 -1.5623 -0.5783 0.078 -0.707 -0.010 0.00
H -2.2751 -1.6901 -2.2640 0.067 0.165 -0.176 0.00
H 1.5067 1.3706 7.1652 -0.679 0.837 0.620 0.00
H 2.0687 0.7231 6.0799 0.156 -0.086 -1.084 0.00
O 1.4664 1.4637 6.2105 0.524 -0.765 0.452 0.00
```
Forces are in eV/Å.


C12H24Cl8I2O2PS | ωB97M-V with the def2-TZVPD basis set

Computed properties:
* lowest unoccupied orbital energy: 0.073 Ha
* charge: -1
* HOMO level: -0.1695 Ha

```
50
Properties=species:S:1:pos:R:3:forces:R:3:lowdin_charge:R:1
C -1.3442 2.8661 -2.5871 0.229 -0.398 0.254 -0.18
C -0.5126 1.8401 -1.8067 0.255 0.404 -0.358 -0.53
S 0.4422 0.8363 -2.9767 -0.386 -0.161 -0.162 0.86
C 0.6723 -0.7074 -2.0735 0.668 -0.056 -0.080 -0.45
C 2.0180 -0.8198 -1.3642 -0.108 -0.104 1.330 -0.45
C 2.5524 -2.2851 -1.2904 0.638 0.499 -0.917 -0.32
O 3.0329 -2.5398 -0.0277 -0.309 0.115 0.524 -0.34
P 1.9475 -1.7183 1.1137 0.977 0.687 -0.834 0.47
C 0.7696 -0.7233 2.2966 0.483 -0.447 -0.433 -0.84
I 1.8427 0.6546 3.5201 -0.080 -0.094 -0.097 0.79
C -0.5369 -0.7500 2.4508 0.091 0.114 0.298 -0.88
C -1.3294 0.0945 3.3982 -0.443 -0.475 -0.230 -0.28
I -1.6962 -2.0746 1.2554 -0.159 0.073 0.151 0.81
O 1.8998 -0.3555 -0.0373 -0.016 -0.010 -0.130 -0.35
H -2.3186 2.9813 -2.1335 -0.322 0.145 0.112 0.05
H -0.8510 3.8276 -2.5863 0.070 0.306 -0.155 0.06
H -1.4736 2.5208 -3.6060 -0.158 0.089 -0.250 0.04
H 0.1920 2.3580 -1.1733 0.099 0.017 0.413 0.07
H -1.1314 1.2101 -1.1860 -0.118 -0.347 0.082 0.07
H 0.5342 -1.5337 -2.7682 -0.027 -0.003 -0.316 0.05
H -0.0746 -0.8203 -1.2996 -0.376 0.085 0.067 0.04
H 2.7867 -0.1929 -1.8090 -0.043 0.075 -0.549 0.12
H 3.3708 -2.3034 -2.0124 0.276 -0.342 -0.081 0.09
H 1.8348 -3.0303 -1.6472 -0.443 -0.092 0.155 0.07
H 3.0642 -1.0472 1.6997 -0.043 -0.296 0.162 -0.04
H 1.9824 -2.8146 2.0156 0.051 0.001 -0.188 -0.08
H 0.8842 -2.2463 0.3207 -0.399 -0.171 0.549 -0.04
H -2.3004 -0.3431 3.5948 -0.264 0.031 -0.085 0.02
H -1.4524 1.0837 2.9715 -0.126 0.282 0.085 0.04
H -0.8227 0.1623 4.3460 0.291 0.156 0.304 0.02
C -3.3875 7.4714 -0.4852 0.030 0.031 0.031 -1.03
Cl -4.5063 6.3169 -1.2283 -0.020 0.013 -0.023 0.49
Cl -2.2891 6.6944 0.6526 0.066 0.133 -0.033 0.50
H -2.8027 7.9353 -1.2696 0.016 -0.061 -0.049 0.02
H -3.9687 8.2137 0.0471 -0.046 -0.028 0.033 0.02
C 2.1732 -3.9415 -4.5217 -0.062 0.015 0.002 -1.02
Cl 3.7462 -3.2225 -4.8884 -0.001 0.009 -0.045 0.51
Cl 2.3124 -5.3641 -3.4845 -0.008 -0.029 -0.036 0.51
H 1.5659 -3.2038 -4.0105 0.078 0.024 0.080 0.00
H 1.7119 -4.2404 -5.4544 0.024 -0.036 -0.024 0.02
C 2.6169 -4.7415 4.2408 -0.057 -0.020 -0.203 -1.02
Cl 1.2662 -3.6258 4.1380 -0.279 -0.162 0.620 0.54
Cl 3.9008 -4.1549 5.3154 0.035 -0.036 0.025 0.48
H 2.2610 -5.6895 4.6242 0.010 0.001 0.069 0.02
H 3.0308 -4.8603 3.2447 0.056 0.110 -0.004 0.03
C -4.4298 2.4971 1.2031 -0.095 -0.010 0.079 -1.01
Cl -4.2495 0.8493 1.8119 -0.117 0.062 -0.152 0.52
Cl -3.1645 3.5746 1.8092 -0.035 -0.093 -0.023 0.49
H -4.3844 2.4796 0.1206 0.107 -0.028 0.000 0.02
H -5.3853 2.8822 1.5370 -0.009 0.021 0.027 0.02
```
Forces are in eV/Å.